w | Computed, not measured: 2 unconnected molecules or ions with the total composition C2H10NO, with wB97M-V/def2-TZVPD.

## Properties
Net charge: +1

XYZ file:
```
14
C2H10NO (wB97M-V/def2-TZVPD)
O -1.02165 0.06867 -0.97731
N 0.22116 -0.21643 1.36295
C -0.89305 -0.63968 -2.27549
C 1.26466 0.72029 1.67657
H -0.98603 0.12293 -3.08474
H 1.80537 1.09098 0.75813
H 0.63567 -0.83981 0.73219
H -1.71541 -1.34204 -2.26132
H -1.26431 0.94570 -1.28483
H 0.51685 1.51916 2.12112
H -0.42556 0.26835 0.92872
H -0.22085 -0.75925 2.11954
H -0.01565 -1.17653 -2.27129
H 2.09878 0.23765 2.45576
```

x | Computed, not measured: 2 unconnected molecules or ions with the total composition C2H10NO, with wB97M-V/def2-TZVPD.

## Properties
Net charge: +1

XYZ file:
```
14
C2H10NO (wB97M-V/def2-TZVPD)
O 1.10059 0.90762 0.17278
N -0.43470 -1.21539 0.11833
C 0.61862 1.92903 1.07967
C -0.77804 -1.28306 -1.36336
H -1.11733 -2.26022 -1.87040
H 2.05857 0.86208 0.21204
H 1.29129 2.25573 1.91115
H 0.26306 2.87787 0.53073
H 0.06463 -2.08634 0.37393
H -0.23734 1.38837 1.48892
H -1.32819 -1.40523 0.53642
H 0.23734 -0.46543 0.35415
H -1.80243 -0.71556 -1.54322
H 0.06392 -0.78947 -2.00112
```

From most stable to least stable, the computed energies give x, w.

w | Computed, not measured: 2 unconnected molecules or ions with the total composition C2H3BrFNO2, with wB97M-V/def2-TZVPD.

XYZ file:
```
10
C2H3BrFNO2 (wB97M-V/def2-TZVPD)
Br 2.01486 0.66909 2.04706
F -0.20870 1.37123 0.83896
O 0.07818 -1.86404 2.91894
O 2.01518 -2.31583 3.58114
N 0.79727 -1.89227 3.83500
C 1.26825 0.25876 -0.71636
C 0.88001 0.67745 0.48959
H 2.19514 -0.21974 -0.70154
H 2.36984 -2.62879 2.79641
H 0.79797 0.60668 -1.69325
```

x | Computed, not measured: C2H3BrFNO2 in the gas phase, with wB97M-V/def2-TZVPD.

XYZ file:
```
10
C2H3BrFNO2 (wB97M-V/def2-TZVPD)
Br -0.55793 -1.46197 -0.30389
F 2.46061 -1.52928 0.14463
O 0.68549 1.13280 -0.56498
O 2.48938 1.12288 0.61998
N 1.56480 0.59866 0.07956
C 1.54387 -0.70085 0.64661
C -1.88641 -0.03946 -0.20744
H -2.83074 -0.47078 0.06489
H -1.70126 0.65433 0.51428
H -1.76780 0.69366 -0.99364
```

From most stable to least stable, the computed energies give w, x.

w | Computed, not measured: C4H4BrNO2S in the gas phase, with wB97M-V/def2-TZVPD.

XYZ file:
```
13
C4H4BrNO2S (wB97M-V/def2-TZVPD)
Br 2.30124 -1.12205 0.08860
S -1.43651 -1.46252 -0.63224
O 0.49783 2.29432 -0.79126
O 2.13468 1.68882 0.47853
N 1.17707 1.47031 -0.21114
C -1.57294 -0.88540 1.17603
C -0.74183 -0.10750 1.65052
C -0.17446 -0.36004 -1.23730
C 0.86291 0.08274 -0.28125
H -0.07972 0.31376 2.34394
H -2.56186 -1.42986 1.16762
H 0.29162 -0.89642 -2.00715
H -0.69803 0.41384 -1.74488
```

x | Computed, not measured: 2 unconnected molecules or ions with the total composition C4H4BrNO2S, with wB97M-V/def2-TZVPD.

XYZ file:
```
13
C4H4BrNO2S (wB97M-V/def2-TZVPD)
Br -2.46818 1.45791 -0.74239
S -0.18367 -0.84908 1.58021
O -0.78408 -2.73008 -0.59248
O -0.85827 -1.20752 -2.09535
N -0.52936 -1.58156 -1.00544
C 0.92094 0.30643 -0.49359
C 0.04594 -0.69724 -0.04803
C 1.35697 1.06405 0.62908
C 0.84303 0.52229 1.78050
H 2.05807 1.86434 0.80411
H -2.32072 0.14019 -1.20331
H 1.08739 0.73411 -1.39963
H 0.83194 0.97617 2.78633
```

From most stable to least stable, the computed energies give x, w.

w | Computed, not measured: 2 unconnected molecules or ions with the total composition C4H13NOS, with wB97M-V/def2-TZVPD.

## Properties
Multiplicity: 2
Net charge: -1

XYZ file:
```
20
C4H13NOS (wB97M-V/def2-TZVPD)
S -0.89285 3.26463 0.96643
O 2.12044 -5.31480 -0.90677
N 0.25748 1.12029 -1.96996
C -0.92682 1.77221 2.03228
C -0.96672 0.48876 1.21995
C 0.25969 0.23599 0.35037
C -0.01808 -0.07032 -1.13480
H 0.71255 -0.82864 -1.39680
H -1.82167 1.91604 2.63461
H 1.01341 1.01639 0.47998
H -0.07155 1.80294 2.69806
H -0.60710 1.48945 -2.36069
H -1.17037 -0.34531 1.89333
H 1.26407 -5.13365 -0.47147
H 0.77561 -0.67811 0.69153
H -1.02728 -0.46610 -1.25430
H 0.79698 0.83656 -2.78379
H 2.19568 -4.44615 -1.35332
H -1.87049 0.50300 0.62191
H -0.02299 2.83683 0.04346
```

x | Computed, not measured: 2 unconnected molecules or ions with the total composition C4H13NOS, with wB97M-V/def2-TZVPD.

## Properties
Multiplicity: 2
Net charge: -1

XYZ file:
```
20
C4H13NOS (wB97M-V/def2-TZVPD)
S 1.14749 -0.22198 2.90850
O -2.99776 1.80531 0.52479
N 0.32568 0.72127 -0.60507
C 0.53112 -1.75499 -0.46200
C 1.12113 0.64850 -1.93898
C -0.07208 -0.21479 1.55713
C 0.68842 -0.37797 0.23879
H 1.17713 1.77841 -2.14881
H -3.88040 1.44491 0.34599
H -0.93242 -0.81986 1.82136
H 1.77197 -0.08432 0.38322
H -0.54514 0.82610 1.62956
H 0.05492 -1.70745 -1.42219
H -0.63525 0.98253 -0.78419
H 0.49787 0.15855 -2.72672
H 2.20075 0.39027 -1.89522
H -2.99587 2.33524 -0.30474
H 1.65855 -2.08185 -0.64774
H 0.76446 -1.47387 3.24336
H 0.11942 -2.35400 0.28298
```

y | Computed, not measured: 2 unconnected molecules or ions with the total composition C4H13NOS, with wB97M-V/def2-TZVPD.

## Properties
Multiplicity: 2
Net charge: -1

XYZ file:
```
20
C4H13NOS (wB97M-V/def2-TZVPD)
S -1.79993 2.63227 -1.45321
O -0.08016 -0.32017 3.06657
N -0.55425 -0.50692 -0.44180
C -0.22854 1.90020 -1.03228
C -0.36853 0.82195 0.04572
C 1.59138 -1.58158 -0.93548
C 0.29678 -1.66452 -0.17325
H 0.56318 -1.66038 0.89397
H 2.27975 -2.35761 -0.59071
H -1.15715 1.02884 0.79464
H -0.81058 -0.39234 3.70960
H -0.58524 -0.16946 2.24650
H -1.46859 -0.73759 -0.79053
H 2.13644 -0.65933 -0.72357
H 0.50249 0.81123 0.72528
H -0.28577 -2.50079 -0.55625
H -2.13208 2.94276 -0.18490
H 0.48902 2.64035 -0.67498
H 0.20854 1.42986 -1.91350
H 1.40323 -1.65678 -2.01182
```

From most stable to least stable, the computed energies give w, y, x.

w | Computed, not measured: C3H3NO in the gas phase, with wB97M-V/def2-TZVPD.

XYZ file:
```
8
C3H3NO (wB97M-V/def2-TZVPD)
O 2.27510 -0.11541 0.15196
N -1.21466 -1.00775 -0.02693
C -0.11089 -0.07000 0.47233
C -1.44296 0.23968 -0.04609
C 1.22550 0.03779 -0.36759
H -2.20101 0.95764 -0.18904
H 0.30105 -0.20980 1.51350
H 1.16787 0.16785 -1.50814
```

x | Computed, not measured: C3H3NO in the gas phase, with wB97M-V/def2-TZVPD.

XYZ file:
```
8
C3H3NO (wB97M-V/def2-TZVPD)
O -0.35948 1.36759 -0.30548
N 1.87106 0.23313 0.33089
C -0.42946 -0.14157 -0.35595
C -1.16886 0.69093 0.47316
C 1.13605 -0.64075 -0.01399
H -1.73258 1.03257 1.33066
H -0.64670 -0.76125 -1.26151
H 1.32998 -1.78066 -0.19778
```

From most stable to least stable, the computed energies give w, x.